C16H50BN10O8Pd as an isolated structure, computed with wB97M-V/def2-TZVPD.

The highest occupied orbital energy (alpha / beta) comes out at -10.7 / -10.7 eV. For the total energy, the calculation gives -52831.525 eV. The orbital gap (alpha / beta) is 0.2631 / 0.1757 Ha. Its LUMO energy (alpha / beta) is -3.5 / -5.9 eV. Its expectation value of S² is 2.0051.

```
! RIJCOSX wB97M-V def2-TZVPD def2/J DEFGRID3
* xyz 1 3
Pd -2.86 1.60 0.64
B -1.40 -0.12 0.33
H -1.85 0.06 1.36
H -0.98 0.86 -0.05
H -0.54 -0.85 0.48
H -2.23 -0.46 -0.38
C 1.97 -0.88 2.67
O 3.08 -0.81 1.80
C 3.75 0.43 1.90
C 4.86 0.43 0.86
N 4.32 0.46 -0.55
C 5.42 0.29 -1.52
C 6.16 1.56 -1.94
O 7.32 1.33 -2.71
C 7.11 0.66 -3.95
H 1.43 0.08 2.63
H 2.30 -0.95 3.71
H 1.25 -1.64 2.39
H 4.28 0.55 2.86
H 3.04 1.25 1.83
H 5.43 -0.47 1.07
H 5.46 1.34 0.85
H 4.08 1.44 -0.76
H 4.86 -0.19 -2.34
H 6.11 -0.50 -1.20
H 6.37 2.27 -1.14
H 5.48 2.06 -2.65
H 6.75 -0.37 -3.86
H 8.13 0.59 -4.33
H 6.57 1.30 -4.65
C -3.42 1.01 -2.52
O -3.93 1.23 -1.22
C -5.16 0.47 -0.95
C -5.70 0.70 0.45
N -4.65 0.65 1.49
C -4.98 1.12 2.82
C -3.75 1.21 3.69
O -2.66 1.70 2.93
C -1.54 2.13 3.72
H -2.62 1.73 -2.70
H -4.14 1.07 -3.33
H -2.84 0.08 -2.60
H -5.03 -0.62 -1.03
H -5.75 0.83 -1.78
H -6.50 0.01 0.72
H -6.27 1.63 0.36
H -4.43 -0.38 1.48
H -5.77 0.68 3.44
H -5.48 2.08 2.72
H -3.44 0.20 4.00
H -3.98 1.86 4.53
H -1.78 2.90 4.46
H -0.80 2.55 3.05
H -1.09 1.29 4.25
C -2.09 -3.86 -2.18
O -3.10 -4.42 -1.76
N -1.72 -2.58 -1.85
N -1.25 -4.44 -3.11
H -0.81 -2.25 -2.14
H -2.23 -2.12 -1.13
H -0.42 -3.88 -3.30
H -1.62 -5.21 -3.62
C 1.89 3.42 -0.27
O 2.94 3.03 -0.77
N 1.68 4.71 0.11
N 0.81 2.62 0.04
H 2.40 5.38 -0.07
H 1.03 4.75 0.87
H 0.89 1.62 -0.06
H -0.10 3.02 -0.06
C 1.60 -1.61 -2.36
O 0.85 -2.09 -3.22
N 2.93 -1.74 -2.35
N 1.12 -0.79 -1.36
H 3.32 -2.26 -3.11
H 3.51 -1.22 -1.69
H 0.15 -0.65 -1.13
H 1.84 -0.72 -0.65
C -3.35 -2.95 1.83
O -4.12 -1.99 1.70
N -2.09 -2.78 2.34
N -3.61 -4.22 1.43
H -1.81 -1.82 2.23
H -1.31 -3.39 2.20
H -2.84 -4.81 1.21
H -4.48 -4.21 0.90
*
```